[1]
66
Properties=species:S:1:pos:R:3:forces:R:3:lowdin_charge:R:1 method="wB97M-V/def2-TZVPD" mol_weight_g_mol=455.485 homo_energy_ev=-12.1 charge=+1 e_above_lowest_kcal_mol=9.5 smiles=NC[C@@H]1O[C@@H](O[C@@H]2[C@@H](O[C@@H]3O[C@H](CO)[C@@H](O)[C@H]3O)[C@H](O)[C@@H](N)C[C@H]2[NH3+])[C@@H](N)[C@H](O)[C@H]1O gap_ha=0.3645
N -1.294158 -2.330746 -3.038308 -0.061 -0.060 -0.195 0.02
C -0.948792 -3.252720 -1.953493 -0.070 -0.094 0.447 -0.15
C -1.344049 -2.669628 -0.590150 -0.299 -0.321 -0.158 -0.24
O -0.150854 -2.248413 0.064503 0.051 -0.132 -0.069 -0.03
C -0.317211 -1.747167 1.358822 0.237 -0.101 0.489 -0.30
O -1.054387 -0.541676 1.369869 -0.278 0.059 0.056 -0.04
C -0.474544 0.506980 0.604572 0.301 -0.173 -0.258 -0.18
C 0.580322 1.272217 1.450712 -0.120 -0.187 0.101 -0.14
O 1.875806 1.196198 0.864871 0.165 -0.053 -0.109 -0.01
C 2.219845 2.043658 -0.195629 0.470 0.419 0.200 -0.30
O 1.413494 1.874896 -1.324643 -0.097 -0.054 0.068 -0.03
C 2.046243 1.061908 -2.314248 0.039 -0.495 -0.427 -0.20
C 1.297013 -0.258569 -2.512026 0.345 0.405 0.126 -0.18
O -0.061270 0.015618 -2.794129 0.002 -0.018 -0.016 -0.11
C 3.511907 0.842896 -1.873862 -0.481 0.138 0.289 -0.25
O 4.438594 1.159246 -2.859483 0.406 0.126 -0.408 0.01
C 3.664052 1.726729 -0.601687 -0.296 -0.567 0.218 -0.21
O 4.315782 2.933230 -0.887716 0.117 0.338 -0.141 0.02
C 0.187662 2.680580 1.968574 0.410 0.156 -0.412 -0.26
O -0.328367 2.584970 3.275595 -0.246 -0.059 0.299 0.01
C -0.915561 3.417848 1.189138 -0.279 -0.026 0.669 -0.28
N -0.452225 3.985156 -0.083453 0.326 0.365 0.198 0.06
C -2.078570 2.455451 0.939742 0.263 0.073 -0.063 -0.07
C -1.652381 1.310447 0.030568 -0.271 -0.330 0.525 -0.21
N -1.299715 1.851361 -1.301386 0.293 -0.058 -0.445 0.17
C -1.048918 -2.733028 2.297062 -0.137 0.178 -0.532 -0.26
N -1.313506 -2.221822 3.622148 0.035 0.073 0.118 0.08
C -2.383212 -3.119784 1.648146 0.465 0.093 -0.320 -0.30
O -3.056767 -4.097339 2.393135 -0.080 -0.241 0.024 0.01
C -2.121297 -3.689160 0.249478 0.312 0.367 0.600 -0.29
O -3.321043 -3.959725 -0.424458 -0.223 -0.018 -0.136 0.01
H -2.305859 -2.244260 -3.086233 0.045 -0.031 -0.107 0.11
H -0.988900 -2.725981 -3.923117 -0.123 0.045 -0.019 0.11
H -1.440040 -4.223620 -2.072531 0.083 0.088 -0.037 0.13
H 0.132715 -3.402313 -1.955411 -0.069 -0.047 0.023 0.13
H -2.005056 -1.803055 -0.742265 0.021 -0.045 -0.009 0.16
H 0.711236 -1.568816 1.712065 -0.167 0.012 -0.033 0.17
H 0.070961 0.047045 -0.224441 -0.102 0.144 0.064 0.13
H 0.715397 0.661444 2.354182 -0.168 0.159 -0.181 0.16
H 2.148104 3.099160 0.100154 -0.026 -0.171 0.024 0.15
H 2.006938 1.629819 -3.252006 0.082 -0.114 0.095 0.17
H 1.760074 -0.788725 -3.350961 0.069 0.001 0.044 0.14
H 1.384735 -0.880648 -1.611419 0.058 0.017 -0.018 0.12
H -0.548794 -0.864849 -2.892373 -0.042 0.118 -0.040 0.05
H 3.681095 -0.207368 -1.625184 -0.042 0.062 0.017 0.17
H 4.412325 2.113923 -3.021669 -0.051 -0.159 0.049 0.11
H 4.157668 1.184436 0.210829 -0.040 0.078 -0.094 0.17
H 5.254469 2.755219 -1.029983 -0.105 0.015 0.053 0.12
H 1.101489 3.294472 1.974266 -0.100 -0.034 -0.054 0.16
H 0.361057 2.312150 3.890760 -0.001 0.009 -0.075 0.12
H -1.259869 4.202391 1.878093 0.098 -0.126 -0.160 0.16
H 0.464433 4.407878 0.012501 -0.037 0.099 -0.003 0.10
H -1.088846 4.722321 -0.372829 0.081 0.007 0.007 0.12
H -2.391664 2.054394 1.902891 -0.123 -0.020 -0.019 0.14
H -2.920774 2.989900 0.498035 -0.123 0.017 0.036 0.13
H -2.477750 0.597669 -0.071991 0.160 0.088 -0.102 0.16
H -2.132376 2.136635 -1.815212 0.055 -0.007 0.093 0.17
H -0.702365 2.721223 -1.078430 -0.347 -0.332 -0.441 0.10
H -0.749367 1.150003 -1.890552 -0.386 0.223 0.199 0.10
H -0.432224 -3.634171 2.387476 -0.036 0.098 -0.069 0.17
H -0.457589 -2.096247 4.149017 -0.089 -0.029 0.089 0.09
H -1.786570 -1.326239 3.560964 0.068 0.003 0.055 0.09
H -3.007942 -2.214564 1.558140 0.084 -0.097 -0.084 0.17
H -2.956605 -3.872117 3.327448 -0.009 0.028 0.041 0.10
H -1.522627 -4.607269 0.361087 0.008 0.097 0.008 0.18
H -3.876890 -4.467781 0.181185 -0.025 0.003 -0.088 0.11



[2]
84
Properties=species:S:1:pos:R:3:forces:R:3:lowdin_charge:R:1 method="wB97M-V/def2-TZVPD" mol_weight_g_mol=653.731 homo_energy_ev=-6.0 e_above_lowest_kcal_mol=9.8 gap_ha=0.2293
Na 0.279444 -0.104551 0.075563 -0.320 0.028 -0.197 0.22
C -3.499417 -3.723241 1.477392 0.004 0.044 0.035 -0.06
C -2.469782 -3.023257 0.819972 -0.046 -0.077 -0.024 -0.15
N -1.768554 -2.060755 1.362062 0.018 -0.001 0.009 0.11
C -2.048861 -1.685777 2.640211 -0.036 0.008 -0.017 -0.15
C -3.067201 -2.329396 3.387327 -0.023 -0.028 0.034 -0.17
C -3.786076 -3.374368 2.763180 0.034 0.014 -0.045 -0.02
C -3.362961 -1.922497 4.708101 0.017 0.007 -0.001 -0.07
C -2.666665 -0.873008 5.238062 0.014 0.000 -0.030 -0.09
C -1.665469 -0.211764 4.511915 0.042 0.012 0.060 -0.04
C -1.303619 -0.581851 3.217689 -0.003 -0.061 -0.184 -0.24
N -0.432111 0.079872 2.401260 0.047 0.243 0.288 0.03
C 0.509587 0.917021 2.928072 0.027 -0.118 0.031 -0.25
C 1.177589 0.757928 4.141451 -0.017 -0.040 0.061 -0.05
C 2.136550 1.672776 4.603555 0.005 0.019 -0.017 -0.09
C 2.472791 2.791045 3.890124 -0.008 -0.016 -0.012 -0.07
C 1.870087 2.986247 2.627035 0.022 -0.001 0.003 -0.16
C 2.148738 4.112624 1.818142 -0.010 -0.011 0.025 -0.02
C 1.555229 4.243856 0.596317 0.011 -0.014 -0.015 -0.07
C 0.709891 3.206926 0.154635 0.019 0.036 -0.028 -0.14
N 0.423104 2.158838 0.878028 -0.063 0.081 0.007 0.10
C 0.942240 2.042347 2.124428 0.066 0.037 0.005 -0.15
H -4.033232 -4.509439 0.961311 -0.013 -0.009 0.012 0.10
H -2.224161 -3.294641 -0.204410 0.011 0.030 -0.014 0.10
H -4.566163 -3.875755 3.323820 -0.011 -0.017 -0.008 0.11
H -4.138024 -2.435418 5.262956 -0.002 0.008 0.010 0.10
H -2.888972 -0.524107 6.239681 -0.019 -0.014 0.007 0.10
H -1.175183 0.633009 4.974320 0.005 0.008 -0.019 0.10
H 0.939832 -0.093481 4.765412 -0.019 -0.016 -0.034 0.11
H 2.604367 1.482898 5.562427 0.015 0.019 0.005 0.10
H 3.185107 3.516331 4.261270 0.012 -0.006 0.022 0.10
H 2.829292 4.867923 2.194557 0.006 0.011 -0.008 0.11
H 1.726438 5.112451 -0.027115 0.015 0.001 -0.011 0.10
H 0.256268 3.243826 -0.832287 -0.022 0.002 0.000 0.10
N 2.339456 -1.065849 1.080435 -0.057 0.021 -0.100 0.01
C 2.149145 -2.510950 1.028328 0.032 -0.018 0.052 -0.26
C 1.764618 -2.971720 -0.369962 0.012 -0.003 -0.003 -0.26
N 0.509894 -2.349839 -0.789659 0.107 -0.111 0.011 0.00
H 3.139256 -0.759581 0.538400 0.016 -0.029 0.006 0.04
H 2.434576 -0.738131 2.033100 0.029 0.025 0.011 0.07
H 1.337191 -2.762503 1.717875 -0.006 0.000 -0.003 0.11
H 3.030247 -3.083822 1.347540 -0.012 0.016 -0.010 0.11
H 1.730460 -4.069043 -0.371368 -0.006 0.009 0.010 0.11
H 2.550631 -2.673089 -1.071188 0.001 -0.005 -0.008 0.11
H -0.222040 -2.526216 -0.107615 0.000 -0.062 0.028 0.02
H 0.202236 -2.689952 -1.690794 0.015 -0.005 -0.002 0.08
N -2.716855 1.377565 1.069543 0.002 -0.074 0.124 0.21
C -2.872092 1.457055 -0.244436 0.036 0.117 -0.076 -0.43
N -4.002063 1.991609 -0.730587 -0.038 -0.014 0.019 0.17
C -4.040051 2.101053 -2.051343 -0.008 0.052 0.041 -0.46
N -5.141216 2.671139 -2.594816 -0.010 -0.014 -0.019 0.15
N -3.071160 1.730367 -2.905282 0.037 -0.056 -0.041 0.16
C -2.019647 1.179211 -2.306651 -0.012 0.081 0.004 -0.29
N -1.853659 1.002372 -1.013899 0.086 -0.079 0.085 0.18
C -0.911712 0.706901 -3.197836 -0.026 -0.016 -0.049 -0.20
C -1.073569 0.725854 -4.579268 0.030 0.006 -0.022 -0.01
C -0.051100 0.237158 -5.374518 -0.022 0.014 0.019 -0.06
C 1.085994 -0.264628 -4.762460 0.037 -0.021 0.052 -0.06
C 1.158941 -0.235213 -3.376132 0.036 0.016 -0.047 -0.16
N 0.193167 0.255552 -2.604614 -0.017 -0.007 -0.005 0.12
H -3.474745 1.662792 1.662685 -0.007 0.033 -0.014 0.11
H -1.843461 1.009345 1.467751 -0.047 -0.060 -0.032 0.06
H -5.935443 2.825739 -2.001278 0.004 -0.002 -0.005 0.10
H -5.258550 2.622693 -3.589854 -0.004 -0.003 0.013 0.10
H -1.990810 1.115154 -4.993510 -0.016 0.002 -0.006 0.10
H -0.145442 0.237751 -6.452737 -0.004 -0.002 -0.007 0.11
H 1.906179 -0.673854 -5.336546 -0.001 0.002 -0.016 0.10
H 2.035545 -0.605220 -2.858461 -0.002 -0.009 0.003 0.08
N 3.525050 0.640620 -1.346447 0.032 -0.091 0.079 0.18
C 3.431980 1.724686 -1.737896 0.124 0.111 0.043 -0.27
N 3.366128 2.956153 -2.204287 -0.132 -0.083 -0.082 -0.09
C 4.407754 3.939698 -1.930122 0.003 -0.031 0.009 -0.11
C 4.806618 4.599387 -3.238682 0.023 0.026 0.000 -0.19
O 3.672959 5.117556 -3.910779 -0.001 0.014 -0.007 -0.12
C 2.765506 4.085004 -4.256873 -0.010 -0.005 -0.022 -0.18
C 2.232380 3.404038 -3.010611 0.012 0.019 0.014 -0.11
H 5.257483 3.433870 -1.473783 -0.003 0.015 -0.002 0.14
H 4.029502 4.688574 -1.228252 -0.023 0.018 0.001 0.12
H 5.318096 3.871627 -3.882290 -0.002 -0.009 0.014 0.13
H 5.475566 5.438870 -3.054928 0.001 0.002 0.000 0.13
H 3.266242 3.349523 -4.900262 -0.001 -0.004 0.004 0.13
H 1.955756 4.550817 -4.816279 -0.008 0.000 0.003 0.13
H 1.612984 2.542160 -3.258649 0.001 0.025 -0.015 0.12
H 1.629501 4.113428 -2.435598 0.025 0.010 -0.001 0.11



[3]
10
Properties=species:S:1:pos:R:3:forces:R:3:lowdin_charge:R:1 method="wB97M-V/def2-TZVPD" mol_weight_g_mol=62.072 homo_energy_ev="-15.7 / -15.7" charge=+1 e_above_lowest_kcal_mol=3.0 spin_multiplicity=2 gap_ha="0.4046 / 0.2444"
N 0.035057 0.770334 0.168060 0.152 -0.634 -0.438 0.28
C -1.247015 0.976218 -0.005122 0.530 0.230 0.480 -0.17
N -1.783873 1.344936 -1.161904 -0.546 -0.115 -0.316 0.28
H 0.641745 0.712468 -0.661628 0.044 0.249 0.632 0.17
H 0.409154 0.445771 1.067315 0.066 0.042 -0.367 0.16
H -1.872498 0.854564 0.870539 -0.223 0.115 -0.021 0.15
H -1.113709 1.517306 -1.917194 0.129 0.037 0.068 0.10
H 1.301837 -2.486818 1.187656 0.189 -0.150 0.202 0.05
H 1.698537 -2.174304 -0.228765 0.280 -0.174 -0.117 0.04
O 1.930769 -1.960477 0.681046 -0.620 0.401 -0.123 -0.05